Record 1
This record from OMol25 describes a molecular structure, C27H25BrN3OPdS at a distorted geometry. The level of theory is ωB97M-V with the def2-TZVPD basis set.

XYZ file:
```
59
C27H25BrN3OPdS ωB97M-V with the def2-TZVPD basis set
Pd -0.24731 1.43195 0.18076
C -3.55165 2.81527 4.43593
C -2.22788 2.60145 3.82267
C -0.95475 2.83009 4.62546
C 0.23224 2.62955 4.04731
C 0.34000 2.19665 2.66502
Br 1.84367 1.79922 1.47279
N -0.89192 1.99706 1.95762
C -2.05553 2.19656 2.53375
H -3.45877 3.14247 5.49024
H -4.13419 1.86747 4.40979
H -4.10468 3.59784 3.87017
H -1.03371 3.15364 5.65868
H 1.16172 2.79724 4.63584
H -2.97514 2.01738 1.90887
N -2.04368 1.15343 -0.67758
C -2.37152 -0.19424 -0.41932
C -3.58372 -0.71423 -0.89258
C -3.92137 -2.04142 -0.64513
C -3.04871 -2.85262 0.07576
C -1.83096 -2.33938 0.55424
C -0.93721 -3.13693 1.28211
C 0.25774 -2.59636 1.73979
C 0.51986 -1.27101 1.45307
N -0.31509 -0.47240 0.75600
C -1.47735 -0.99392 0.30946
H -2.06788 1.38079 -1.63323
H -2.73221 1.78410 -0.37123
H -4.26844 -0.08617 -1.45544
H -4.86196 -2.44316 -1.01292
H -3.32194 -3.88852 0.26375
H -1.16728 -4.17761 1.49439
H 0.96507 -3.19231 2.30438
H 1.43799 -0.79552 1.78536
O 1.33231 2.16587 -1.54312
S 0.81569 0.78547 -1.83418
C 1.57081 0.31132 -3.41245
C 2.74014 0.93077 -3.86894
C 3.30330 0.55700 -5.09013
C 2.69650 -0.43073 -5.86479
C 1.52442 -1.04307 -5.42261
C 0.95980 -0.67158 -4.20076
C 1.85651 -0.33852 -0.86076
C 2.97462 0.13811 -0.16584
C 3.75905 -0.73414 0.59097
C 3.42663 -2.08587 0.66395
C 2.30776 -2.56678 -0.01484
C 1.52117 -1.69567 -0.77171
H 3.21596 1.70798 -3.27459
H 4.21334 1.03986 -5.43709
H 3.13541 -0.71914 -6.81670
H 1.04904 -1.80737 -6.03228
H 0.04134 -1.15168 -3.87394
H 3.24050 1.19218 -0.21062
H 4.62749 -0.35653 1.12471
H 4.03835 -2.76406 1.25386
H 2.04732 -3.62040 0.04748
H 0.64884 -2.08617 -1.28856
H -0.21978 3.04683 -0.32284
```

- Energy above the lowest of the compared OMol25 structures with the same formula, charge and spin: 122.16 kJ/mol
- ⟨S²⟩: 6.04
- HOMO (spin up / spin down): -15.617 / -17.435 eV
- Multiplicity: 5
- Electronic energy: -4382.12181 a.u.
- Net charge: +3

These are the Löwdin partial charges, in e, on atoms 1 to 8: 0.7082 -0.0293 -0.1815 0.0538 -0.0538 -0.4550 1.0823 -0.1446

***

Record 2
This record from OMol25 describes a molecular structure, C27H25Cl5N3O2Ti at a distorted geometry. The level of theory is ωB97M-V with the def2-TZVPD basis set.

XYZ file:
```
63
C27H25Cl5N3O2Ti ωB97M-V with the def2-TZVPD basis set
Ti 0.19741 0.15590 0.30261
C -2.67913 -1.34931 1.18789
N -1.34853 -1.12818 1.75524
C -0.79212 -2.43364 2.19078
C 0.73230 -2.56012 2.18203
C 1.31268 -2.79159 0.78065
N 0.61440 -1.95624 -0.17903
C 0.21349 -2.47366 -1.27368
C -0.66937 -1.85460 -2.24726
C -0.88558 -2.54132 -3.45035
C -1.78588 -2.09807 -4.39255
C -2.51820 -0.93606 -4.12290
C -2.34244 -0.24545 -2.94674
C -1.40582 -0.67012 -1.97884
O -1.31577 -0.02384 -0.85597
C -1.52000 -0.20386 2.93500
C -0.26324 0.17126 3.63036
C 1.64391 0.62417 2.07984
N 2.23347 0.19992 0.99216
C 3.39071 0.54652 0.46300
C 3.55324 0.51574 -0.96327
C 4.82890 0.63391 -1.53496
C 5.02293 0.66226 -2.89942
C 3.90582 0.58168 -3.73874
C 2.63593 0.50467 -3.21097
C 2.40423 0.48987 -1.81467
O 1.18564 0.47542 -1.37880
H -3.34973 -1.80642 1.93183
H -2.61301 -2.00586 0.32048
H -3.09839 -0.40003 0.86258
H -1.18476 -3.18932 1.50246
H -1.18291 -2.66800 3.19035
H 1.01256 -3.40763 2.81479
H 1.17245 -1.66775 2.61948
H 1.21131 -3.84862 0.49858
H 2.37422 -2.53398 0.77897
H 0.50113 -3.50729 -1.50508
H -0.31666 -3.44791 -3.63204
H -1.93120 -2.64117 -5.31692
H -3.23731 -0.57497 -4.84941
H -2.89909 0.65716 -2.73042
H -2.16365 -0.70210 3.67591
H -2.04525 0.67141 2.54330
H 0.06547 -0.43533 4.46214
H 0.38833 2.21673 4.22461
H 1.64595 0.99844 4.30373
H 1.80286 2.57641 3.20749
H 4.17997 0.91848 1.11376
H 5.68088 0.69905 -0.86454
H 6.01946 0.75276 -3.31278
H 4.03788 0.59061 -4.81492
H 1.76174 0.47048 -3.85051
Cl 0.79586 1.42761 3.23341
C -0.24428 2.46270 2.15017
C -0.32564 2.25456 0.77480
C -0.92566 3.21143 -0.02616
Cl -0.94930 2.98006 -1.75578
C -1.54163 4.33864 0.49310
Cl -2.34144 5.48818 -0.51371
C -1.52873 4.50905 1.87882
Cl -2.26640 5.92269 2.55434
C -0.94053 3.54434 2.69046
Cl -0.91847 3.93564 4.41832
```

- Energy above the lowest of the compared OMol25 structures with the same formula, charge and spin: 1724.79 kJ/mol
- ⟨S²⟩: 2.02
- HOMO (spin up / spin down): -2.895 / -3.434 eV
- Multiplicity: 3
- Electronic energy: -4508.53805 a.u.
- Net charge: -1

These are the Löwdin partial charges, in e, on atoms 1 to 8: 0.9241 -0.0971 -0.2509 -0.1860 -0.1660 -0.1978 -0.0316 -0.0757

***

Record 3
This record from OMol25 describes a molecular structure, C27H25ClN3O4S4Sr at a distorted geometry. The level of theory is ωB97M-V with the def2-TZVPD basis set.

XYZ file:
```
65
C27H25ClN3O4S4Sr ωB97M-V with the def2-TZVPD basis set
Sr -1.01473 0.40088 0.16313
O 3.51122 0.11996 3.95341
C 2.39712 -0.00587 4.69708
C 2.53296 0.01599 6.08817
C 1.42312 -0.12561 6.90115
C 0.15226 -0.28699 6.35006
C 0.02002 -0.29307 4.97204
C 1.11990 -0.15353 4.12656
C 0.85980 -0.15587 2.65038
O -0.33994 -0.07976 2.25308
N 1.94334 -0.22288 1.89193
N 1.64837 -0.19398 0.51681
C 2.69722 -0.20612 -0.19848
S 4.32645 -0.32206 0.47117
C 5.15581 -0.10113 -1.11683
C 4.28810 -0.74053 -2.18634
S 2.62131 -0.11290 -1.96262
H 3.20742 0.03707 3.00096
H 3.52665 0.14133 6.50199
H 1.54810 -0.11028 7.97803
H -0.71780 -0.39868 6.98479
H -0.95102 -0.39544 4.50243
H 6.13584 -0.57594 -1.05119
H 5.28873 0.96079 -1.31995
H 4.29467 -1.82591 -2.08803
H 4.60490 -0.46932 -3.19406
S -0.77700 2.36949 -4.31902
C -0.67839 0.67690 -4.63864
C -0.77326 0.00014 -5.85313
C -0.67613 -1.37991 -5.84379
C -0.48810 -2.06977 -4.63895
C -0.38891 -1.39130 -3.43945
C -0.48415 -0.00040 -3.43964
N -0.39663 0.80852 -2.30142
C -0.55156 2.06821 -2.60087
C -0.56424 3.19630 -1.62241
C -0.61052 4.50169 -2.13497
C -0.61740 5.57952 -1.27022
C -0.58565 5.33697 0.10326
C -0.56049 4.03251 0.57829
C -0.55546 2.88587 -0.24551
H -0.92364 0.54001 -6.78013
H -0.75192 -1.92797 -6.77503
H -0.42346 -3.15077 -4.64358
H -0.24354 -1.92941 -2.51024
H -0.63015 4.69348 -3.20443
H -0.64648 6.59210 -1.65501
H -0.58545 6.17362 0.79582
H -0.54809 3.90361 1.65977
C -0.58993 -5.12100 0.27547
S -1.06466 -3.42243 -0.03194
C -2.62663 -3.41021 0.86728
H -0.55349 -5.31917 1.34829
H 0.40778 -5.27195 -0.13810
H -1.28000 -5.81934 -0.20102
H -3.35720 -4.07167 0.39946
H -3.01391 -2.39034 0.86637
H -2.46320 -3.71009 1.90400
Cl -6.06408 -0.95083 -0.84414
C -5.20925 0.50028 -0.16990
C -3.70907 0.25775 -0.14715
O -3.05971 0.48840 -1.19922
O -3.20233 -0.15465 0.94548
H -5.58567 0.64846 0.83489
H -5.44785 1.33721 -0.81619
```

- Energy above the lowest of the compared OMol25 structures with the same formula, charge and spin: 70.15 kJ/mol
- HOMO: -4.948 eV
- Multiplicity: 1
- Electronic energy: -3592.97667 a.u.
- Net charge: -1

These are the Löwdin partial charges, in e, on atoms 1 to 8: 1.4625 0.0231 -0.2780 -0.0321 -0.1082 -0.1073 -0.0308 -0.0704